{
  "formula": "C14H20B3NO11",
  "method": "ωB97M-V with the def2-TZVPD basis set",
  "homo_energy_ev": -9.91,
  "smiles": "CCOCCOB1OBOB(N(C(C)=O)C(C)=O)O1.O=C1C=C(O)C(=O)C=C1O",
  "e_lumo_ev": -1.68,
  "elements": ["C", "C", "O", "C", "C", "O", "B", "O", "B", "O", "B", "N", "C", "C", "O", "C", "C", "O", "O", "H", "H", "H", "H", "H", "H", "H", "H", "H", "H", "H", "H", "H", "H", "H", "H", "O", "C", "C", "C", "O", "C", "O", "C", "C", "O", "H", "H", "H", "H"],
  "coordinates": [[1.251, -1.723, -0.310], [0.431, -0.523, 0.153], [0.428, 0.508, -0.841], [-0.716, 1.343, -0.667], [-0.414, 2.616, -1.430], [-1.567, 3.392, -1.759], [-2.516, 3.425, -0.799], [-2.343, 3.970, 0.461], [-3.010, 3.304, 1.456], [-3.951, 2.326, 1.227], [-4.169, 2.017, -0.109], [-4.869, 0.754, -0.408], [-4.303, 0.030, -1.528], [-3.891, -1.397, -1.235], [-4.178, 0.449, -2.607], [-6.319, 0.970, -0.553], [-7.143, 0.447, 0.590], [-6.767, 1.483, -1.496], [-3.768, 2.887, -1.074], [0.581, -2.556, -0.481], [1.842, -1.475, -1.181], [1.920, -1.984, 0.501], [-0.605, -0.827, 0.311], [0.801, -0.103, 1.089], [-1.558, 0.791, -1.089], [-0.821, 1.499, 0.408], [0.354, 3.178, -0.901], [0.032, 2.309, -2.367], [-2.734, 3.553, 2.584], [-4.599, -2.066, -1.708], [-3.933, -1.625, -0.175], [-2.888, -1.591, -1.586], [-8.075, 0.035, 0.221], [-7.335, 1.261, 1.280], [-6.598, -0.341, 1.086], [3.929, -2.038, 1.368], [5.119, -1.944, 1.129], [5.645, -1.346, -0.089], [6.967, -1.290, -0.292], [7.499, -0.754, -1.384], [7.943, -1.837, 0.709], [9.130, -1.771, 0.454], [7.417, -2.415, 1.938], [6.095, -2.467, 2.142], [5.562, -2.983, 3.246], [4.932, -0.957, -0.803], [8.468, -0.842, -1.284], [8.129, -2.791, 2.659], [4.594, -2.901, 3.142]],
  "forces_ev_per_angstrom": [[-0.30, 0.39, 0.89], [-0.08, 0.14, -0.64], [-0.17, -0.04, 0.24], [1.09, -0.56, -0.17], [0.42, -0.07, -0.38], [0.27, -0.24, 0.38], [-0.76, 0.98, -0.62], [0.32, -0.74, -0.03], [-0.04, 0.44, 1.20], [0.49, 0.09, -0.55], [-1.16, -0.32, 0.29], [0.19, 0.44, 0.24], [-0.20, -1.62, 1.82], [-0.30, 0.01, 1.10], [0.27, 1.57, -2.77], [0.82, -1.36, 2.01], [0.34, -0.31, -0.04], [-1.13, 1.23, -2.38], [0.70, -0.56, -0.14], [0.10, -0.21, -0.41], [0.02, -0.03, -0.25], [0.14, -0.25, -0.17], [-0.14, -0.09, 0.17], [0.09, 0.05, 0.14], [-0.48, 0.24, 0.05], [-0.44, 0.26, 0.09], [-0.17, 0.31, 0.18], [0.01, -0.02, -0.27], [-0.06, 0.09, 0.02], [-0.04, -0.13, -0.40], [0.06, 0.08, 0.20], [0.17, -0.03, -0.37], [-0.25, 0.23, -0.13], [-0.09, 0.07, 0.20], [0.13, -0.06, 0.34], [0.24, -0.12, 0.40], [-0.03, 0.28, -0.53], [-0.24, -0.07, 0.14], [-0.31, 0.17, -0.29], [0.29, -0.12, 0.20], [0.06, -0.26, 0.54], [-0.05, 0.14, -0.25], [0.21, 0.06, -0.14], [0.29, -0.16, 0.30], [-0.28, 0.11, -0.21], [0.02, 0.00, -0.02], [-0.04, 0.01, -0.04], [-0.02, -0.01, 0.01], [0.04, -0.02, 0.03]]
}